Record 1
{"formula": "C34H88N9O11P3", "method": "wB97M-V/def2-TZVPD", "smiles": "[H]/N=C/CP(CCCCN/C(N)=N/[H])(C[C@@H](O)CN)([PH2]=O)[PH2]=O.COCCNCCOC.COCCNCCOC.COCCNCCOC.COCCNCCOC", "orbital_gap_ev": 8.713, "e_tot_ha": -3692.37723, "homo_ev": -8.3, "multiplicity": 1, "largest_force_ev_per_a": 4.83, "elements": ["N", "C", "C", "P", "C", "C", "C", "C", "N", "C", "N", "N", "C", "C", "O", "C", "N", "P", "O", "P", "O", "H", "H", "H", "H", "H", "H", "H", "H", "H", "H", "H", "H", "H", "H", "H", "H", "H", "H", "H", "H", "H", "H", "H", "H", "H", "H", "H", "H", "C", "O", "C", "C", "N", "C", "C", "O", "C", "H", "H", "H", "H", "H", "H", "H", "H", "H", "H", "H", "H", "H", "H", "H", "C", "O", "C", "C", "N", "C", "C", "O", "C", "H", "H", "H", "H", "H", "H", "H", "H", "H", "H", "H", "H", "H", "H", "H", "C", "O", "C", "C", "N", "C", "C", "O", "C", "H", "H", "H", "H", "H", "H", "H", "H", "H", "H", "H", "H", "H", "H", "H", "C", "O", "C", "C", "N", "C", "C", "O", "C", "H", "H", "H", "H", "H", "H", "H", "H", "H", "H", "H", "H", "H", "H", "H"], "xyz": [[4.959997, 3.732482, 1.932544], [4.349546, 2.756445, 1.338127], [2.926236, 2.808910, 0.704253], [2.472136, 4.475019, -0.172669], [0.983400, 3.531966, -0.932657], [-0.112075, 3.117616, 0.133692], [-1.602605, 3.485867, -0.284623], [-2.394309, 3.915928, 1.030336], [-3.721644, 4.407399, 0.586936], [-3.671740, 5.782344, 0.136948], [-3.166715, 6.739116, 0.852270], [-4.267979, 6.042773, -1.174290], [2.058517, 6.050028, -1.101821], [2.563012, 7.475207, -0.720740], [1.444976, 8.211432, -0.146055], [3.800812, 7.764181, 0.185311], [4.943859, 6.830128, 0.167063], [2.146153, 5.293242, 1.830177], [0.738794, 5.946748, 1.812813], [4.312617, 4.167394, -1.349755], [4.407815, 2.764934, -2.002743], [5.870952, 3.348102, 2.224713], [4.890647, 1.761160, 1.281860], [2.200634, 2.509684, 1.519619], [2.884145, 1.947567, -0.027085], [0.472583, 4.112458, -1.744014], [1.322671, 2.578720, -1.437313], [-0.084728, 1.989263, 0.216006], [0.042377, 3.503726, 1.173348], [-2.083604, 2.537296, -0.656217], [-1.668830, 4.335657, -1.011513], [-1.792675, 4.690439, 1.591318], [-2.573030, 3.055449, 1.730460], [-4.445420, 4.277671, 1.293994], [-3.244572, 7.608089, 0.315405], [-3.684888, 5.599222, -1.893691], [-4.293016, 7.049502, -1.357194], [0.925109, 6.131418, -1.123091], [2.314310, 5.869189, -2.193360], [2.742908, 8.036188, -1.693863], [1.502901, 8.183997, 0.820112], [4.220190, 8.761682, -0.159798], [3.543940, 7.973984, 1.277389], [5.751348, 7.267287, 0.614131], [4.696698, 6.038988, 0.771185], [3.165149, 6.159998, 2.332286], [2.027688, 4.270484, 2.840311], [5.527726, 4.392276, -0.612135], [4.397687, 5.097139, -2.448814], [-6.666844, 1.966828, 2.712049], [-5.480099, 2.653234, 3.077041], [-5.712361, 3.783726, 3.917398], [-5.210804, 3.521076, 5.335332], [-6.049879, 2.541138, 6.022815], [-5.475957, 2.036434, 7.269156], [-4.140516, 1.282751, 7.190477], [-4.217621, 0.026445, 6.531329], [-4.146258, 0.090490, 5.115662], [-6.411499, 1.248033, 1.932198], [-7.080042, 1.413841, 3.560103], [-7.418364, 2.655086, 2.315583], [-6.763330, 4.088900, 3.915515], [-5.130197, 4.610930, 3.499739], [-5.218495, 4.458921, 5.898351], [-4.174886, 3.176506, 5.253885], [-6.211811, 1.755464, 5.406280], [-6.215401, 1.354224, 7.699072], [-5.371601, 2.869534, 7.972631], [-3.840748, 1.055513, 8.217944], [-3.333084, 1.893035, 6.772109], [-3.507191, 0.905213, 4.766372], [-5.150520, 0.180576, 4.694905], [-3.730445, -0.851609, 4.754903], [-0.852269, -7.356906, 4.218822], [-2.212779, -7.695493, 4.007655], [-2.981914, -7.741120, 5.206637], [-3.967184, -6.575873, 5.268635], [-3.275973, -5.305853, 5.482995], [-4.117135, -4.127589, 5.276691], [-4.712630, -3.914311, 3.875554], [-3.750461, -3.605842, 2.875926], [-3.091889, -4.729555, 2.314117], [-0.315040, -7.530943, 3.285392], [-0.743401, -6.300635, 4.480451], [-0.403630, -7.980232, 4.997348], [-2.350338, -7.776841, 6.099785], [-3.556821, -8.670944, 5.174454], [-4.671343, -6.744400, 6.088868], [-4.527466, -6.574884, 4.328053], [-2.488065, -5.248814, 4.850931], [-3.497214, -3.256755, 5.509909], [-4.929558, -4.138768, 6.011095], [-5.364660, -3.037277, 3.933679], [-5.355031, -4.742516, 3.557911], [-3.739014, -5.608499, 2.263405], [-2.182401, -4.955162, 2.875385], [-2.787191, -4.468262, 1.299813], [-0.478458, -1.191522, -6.981300], [0.547787, -1.888471, -6.295290], [1.862197, -1.490788, -6.678739], [2.548441, -0.714931, -5.556599], [1.948753, 0.605538, -5.378351], [2.365779, 1.285387, -4.151194], [2.023362, 0.611587, -2.813798], [0.628925, 0.579252, -2.518536], [-0.085837, -0.486665, -3.122413], [-1.424758, -1.688918, -6.763337], [-0.552461, -0.156435, -6.636262], [-0.318330, -1.211657, -8.062977], [1.864266, -0.923446, -7.614819], [2.428973, -2.410549, -6.851790], [3.609382, -0.598179, -5.797446], [2.466018, -1.319176, -4.647152], [0.941447, 0.510774, -5.363930], [1.885930, 2.269284, -4.160499], [3.444243, 1.463710, -4.192971], [2.475989, 1.217426, -2.026004], [2.467513, -0.384570, -2.714274], [0.520619, -1.390269, -3.220843], [-0.474933, -0.178319, -4.095342], [-0.945254, -0.716439, -2.490548], [7.357463, -6.909644, -5.656418], [6.172649, -6.689250, -6.403349], [5.201356, -7.720783, -6.249855], [4.000145, -7.225330, -5.447333], [4.347188, -7.020576, -4.042050], [3.335937, -6.290057, -3.279421], [3.004800, -4.855874, -3.716072], [4.059312, -3.925154, -3.511462], [5.040531, -3.899498, -4.535891], [8.099206, -6.178732, -5.981586], [7.183839, -6.763100, -4.586654], [7.758528, -7.911497, -5.833495], [5.629007, -8.626643, -5.808901], [4.855823, -7.977422, -7.255251], [3.194673, -7.962672, -5.514568], [3.657780, -6.297158, -5.916157], [5.217673, -6.507758, -3.988767], [3.695476, -6.246114, -2.246998], [2.411919, -6.878112, -3.264966], [2.183236, -4.510079, -3.081360], [2.630848, -4.800959, -4.744079], [4.618877, -4.110535, -5.521923], [5.846784, -4.599533, -4.305685], [5.479009, -2.900701, -4.556932]], "forces_ev_per_angstrom": [[-0.8, -1.3, -0.9], [0.1, -0.4, 0.3], [1.4, -1.9, 0.9], [-1.1, -1.7, -1.1], [-0.6, -0.4, -0.4], [-0.6, -0.7, -0.1], [0.2, -0.6, 1.7], [0.3, -0.1, -0.4], [0.5, 0.9, -0.3], [0.0, 1.6, 0.1], [-1.1, -1.5, -0.9], [0.8, -0.5, 0.9], [-0.9, 1.1, -0.8], [-0.7, 1.2, -0.2], [0.9, 0.0, -0.3], [1.1, 1.5, 0.7], [-0.8, -0.4, 0.0], [-3.9, 1.9, 2.1], [2.6, -0.7, -0.3], [2.6, -2.6, -2.9], [-0.7, 2.0, 1.5], [-0.4, 0.6, 0.1], [-0.8, 0.9, -0.2], [0.6, 0.5, -0.8], [0.1, 1.0, 0.7], [0.7, -0.2, 0.8], [0.0, 1.3, 0.7], [0.1, 1.2, 0.0], [0.1, 0.0, -1.0], [0.3, 1.3, -0.1], [0.2, -0.8, 0.5], [-0.7, -0.6, -0.6], [0.3, 0.6, -0.8], [0.2, 0.1, -0.3], [0.3, -0.1, 0.2], [-0.6, 0.0, 0.3], [0.1, -0.5, 0.1], [1.3, 0.1, 0.3], [-0.1, -0.1, 1.2], [-0.1, -0.9, 1.1], [-0.2, -0.3, -0.2], [-0.6, -1.1, 0.3], [-0.5, -0.3, -1.3], [-0.3, -0.1, -0.3], [0.4, 0.2, -0.1], [0.0, -0.5, -0.3], [0.9, 0.2, -0.8], [-0.9, 0.2, -0.2], [-0.2, 0.1, 1.0], [0.3, -0.1, -0.1], [-0.4, 0.1, -0.1], [0.5, 0.2, 0.3], [-0.4, -0.3, -0.3], [0.2, 0.1, 0.0], [-0.1, -0.2, -0.1], [-0.2, -0.1, 0.4], [0.2, 0.3, -0.1], [-0.1, -0.3, 0.2], [0.1, 0.1, 0.0], [-0.2, 0.0, 0.0], [0.0, 0.0, 0.1], [0.0, -0.2, 0.0], [0.0, 0.0, 0.0], [0.0, 0.0, 0.0], [0.1, 0.2, -0.1], [0.0, 0.1, 0.0], [0.1, 0.0, 0.1], [0.1, 0.0, -0.1], [0.0, 0.0, 0.0], [-0.1, 0.0, -0.2], [-0.1, 0.1, 0.0], [0.1, 0.2, -0.2], [0.0, 0.0, 0.1], [-0.1, 0.0, -0.3], [0.3, 0.0, 0.3], [-0.6, 0.0, -0.2], [0.5, 0.0, 0.0], [-0.2, -0.1, -0.1], [0.2, 0.0, -0.2], [0.0, 0.4, 0.3], [-0.2, -0.3, 0.1], [0.1, 0.3, -0.1], [-0.1, 0.0, 0.0], [0.1, 0.0, 0.1], [0.0, 0.1, 0.0], [0.1, 0.1, -0.1], [0.0, 0.0, 0.0], [0.0, 0.0, 0.0], [-0.1, -0.2, 0.0], [0.0, 0.0, 0.0], [-0.1, 0.0, 0.0], [0.0, -0.1, -0.1], [0.1, 0.0, 0.0], [0.1, -0.1, 0.0], [0.0, 0.0, 0.1], [0.0, -0.2, 0.0], [-0.1, 0.1, 0.0], [0.0, -0.2, 0.2], [-0.1, 0.2, -0.3], [0.4, -0.2, 0.4], [-0.5, 0.1, -0.2], [0.1, -0.2, 0.0], [-0.2, 0.0, 0.0], [0.2, 0.3, 0.0], [0.2, -0.3, 0.0], [-0.2, 0.3, 0.2], [0.1, 0.0, 0.0], [0.0, 0.1, -0.2], [0.0, 0.1, 0.0], [-0.1, 0.1, 0.1], [0.0, 0.0, 0.0], [0.0, 0.0, 0.0], [0.2, -0.2, 0.0], [0.1, 0.0, 0.0], [0.1, 0.0, 0.1], [0.0, -0.1, 0.1], [0.1, -0.1, -0.2], [-0.1, -0.1, -0.1], [0.0, 0.1, -0.1], [0.0, -0.2, -0.1], [0.0, 0.0, 0.1], [-0.1, 0.2, -0.2], [0.2, -0.3, 0.2], [-0.5, 0.2, -0.2], [0.5, 0.0, 0.2], [-0.2, 0.0, -0.2], [0.2, 0.1, 0.1], [-0.2, 0.0, 0.4], [-0.1, -0.1, -0.3], [0.1, 0.2, 0.3], [-0.1, 0.0, 0.0], [0.1, -0.1, 0.1], [0.0, 0.0, 0.1], [0.1, 0.1, 0.1], [0.0, 0.0, 0.0], [0.0, 0.0, 0.0], [-0.1, 0.0, -0.2], [0.0, 0.0, 0.0], [-0.1, 0.0, 0.0], [0.0, 0.0, -0.1], [0.1, 0.0, 0.0], [0.1, 0.0, -0.1], [0.0, -0.1, 0.0], [0.0, -0.1, -0.2], [-0.1, 0.0, 0.0]], "mulliken_charge": [-0.42, -0.53, -1.14, 1.99, 0.64, -0.61, -0.33, -0.53, -0.17, 0.26, -0.62, -0.54, -1.51, -0.03, -0.58, -0.77, -0.47, 0.14, -0.67, 0.20, -0.61, 0.27, 0.36, 0.69, -0.06, 0.77, -1.76, 0.42, 0.37, 0.11, 0.24, 0.27, 0.29, 0.13, 0.20, 0.27, 0.29, 0.25, 0.66, 0.37, 0.39, 0.33, 0.29, 0.30, 0.14, 0.17, 0.17, 0.12, 0.11, -0.89, -0.20, -0.88, -0.25, -0.30, -0.72, -0.49, -0.39, -0.32, 0.25, 0.34, 0.34, 0.44, 0.44, 0.42, 0.14, 0.07, 0.37, 0.41, 0.35, 0.35, 0.27, 0.06, 0.17, -0.71, -0.34, -0.79, -0.16, -0.32, -0.67, -0.65, -0.41, -0.58, 0.23, 0.30, 0.34, 0.40, 0.40, 0.36, 0.16, 0.06, 0.43, 0.38, 0.40, 0.42, 0.30, 0.17, 0.30, -0.76, -0.29, -0.91, 0.17, -0.33, -0.92, 1.26, -0.34, -0.55, 0.24, 0.31, 0.34, 0.45, 0.38, 0.35, -0.04, 0.18, 0.28, 0.43, -1.20, 0.34, 0.19, 0.20, 0.33, -0.72, -0.33, -0.81, -0.10, -0.32, -1.05, -0.10, -0.43, -0.63, 0.24, 0.30, 0.34, 0.40, 0.40, 0.40, 0.10, 0.09, 0.39, 0.43, 0.36, 0.25, 0.24, 0.26, 0.34]}

***

Record 2
{"formula": "C5H39N2O13", "method": "wB97M-V/def2-TZVPD", "orbital_gap_ev": 9.887, "e_tot_ha": -1301.24936, "homo_ev": -12.4, "multiplicity": 1, "charge": 1, "largest_force_ev_per_a": 4.35, "elements": ["C", "O", "C", "C", "C", "C", "N", "N", "H", "H", "H", "H", "H", "H", "H", "H", "H", "H", "H", "H", "H", "H", "H", "H", "H", "O", "H", "H", "O", "H", "H", "O", "H", "H", "O", "H", "H", "O", "H", "H", "O", "H", "H", "O", "H", "H", "O", "H", "H", "O", "H", "H", "O", "H", "H", "O", "H", "H", "O"], "xyz": [[1.460287, -2.384653, 1.428856], [1.335096, -1.684339, 2.682388], [0.124276, -2.261407, 0.784720], [-0.011793, -2.806340, -0.673348], [-1.302447, -2.262581, -1.489762], [-1.448770, -1.204187, -3.716590], [-0.974763, -1.075370, -2.321251], [-0.959834, -2.894650, 1.548573], [2.251675, -1.943816, 0.797416], [1.745189, -3.369657, 1.642226], [0.508441, -2.040151, 3.128468], [-0.198325, -1.209175, 0.615070], [0.902428, -2.425949, -1.227134], [0.061205, -3.927219, -0.781901], [-1.513960, -3.155400, -2.086055], [-1.926323, -1.985055, -0.568741], [-1.571315, -2.266255, -4.070227], [-0.662955, -0.902610, -4.451633], [-2.102375, -0.422713, -3.999285], [-1.439990, -0.188223, -1.839509], [-1.859411, -2.464998, 1.692948], [-4.503468, -1.591734, -0.092089], [-1.067863, -3.860106, 1.260149], [-4.210042, 1.494204, 1.051283], [-2.394423, 0.244691, 2.193153], [-4.582189, 2.268222, 1.480857], [0.314858, 1.939987, -1.579160], [1.396966, 1.334857, -2.269916], [0.410534, 1.178891, -2.167062], [2.464957, 2.039476, 2.567807], [1.836588, 2.547934, 1.258709], [2.668972, 2.405691, 1.714286], [4.344963, -0.043263, 0.659331], [2.907489, 0.218662, 0.026867], [3.851098, 0.057589, -0.173240], [0.027025, -0.754787, -2.283948], [1.227014, 3.962228, 3.197550], [0.818600, 3.134734, 3.519263], [3.532727, -2.045109, -2.949306], [4.121572, -0.971885, -1.987057], [3.284287, -1.247796, -2.462342], [0.525969, 3.395182, 4.399558], [-1.155361, 1.210109, 2.562686], [-2.121042, 1.104548, 2.523312], [-4.038122, 2.418816, 2.269997], [-4.281289, -2.228115, 1.263962], [-3.820907, -2.093708, 0.423193], [0.088993, 4.246414, -0.810242], [-0.938572, 3.472586, -0.049253], [-0.427293, 3.423428, -0.876173], [0.777296, 1.394133, 2.851812], [0.672547, -0.246178, 2.539736], [0.461014, 0.684628, 2.266166], [3.573135, 1.934061, -1.931022], [3.449694, 0.922010, -3.076465], [2.989169, 1.632478, -2.630213], [-2.289744, 1.380388, -1.016500], [-1.453832, 1.829794, -2.320348], [-2.196971, 1.336085, -1.968792]], "forces_ev_per_angstrom": [[-0.4, 1.8, 0.3], [-0.6, -0.7, 0.8], [-3.3, -0.2, -2.7], [1.8, 0.6, -1.6], [2.3, -1.1, 3.5], [2.5, -0.6, -2.2], [-0.3, 1.2, 1.1], [0.9, -0.7, 1.0], [-0.3, 0.2, 0.5], [0.2, -1.7, 0.1], [1.3, 0.0, -0.8], [0.8, -0.2, 0.7], [-0.7, -0.5, 0.3], [-0.3, 1.1, 0.5], [-1.0, 0.8, 0.0], [-0.2, -0.6, -2.3], [-0.8, 1.2, 0.9], [0.3, -0.2, 1.0], [-1.9, 0.0, 0.3], [0.5, -1.4, -1.7], [0.3, 0.3, -0.4], [0.9, -0.7, 0.5], [-0.2, 0.1, 0.3], [0.1, 0.1, 0.2], [0.7, 0.0, 0.1], [-0.2, 0.3, 0.1], [-0.9, 0.2, 0.4], [-0.4, -0.8, -0.8], [1.8, 0.5, 0.2], [-0.1, -0.1, 0.3], [-0.2, -0.3, 0.2], [0.9, 0.5, -0.9], [-0.6, 0.3, -0.3], [0.9, 0.0, 0.2], [0.0, -0.1, 0.2], [-0.9, -0.7, 0.0], [0.0, -0.7, 0.0], [0.1, 1.1, 0.2], [0.0, 0.2, 0.0], [-1.6, -0.5, -0.4], [1.4, 0.1, 0.2], [-0.2, -0.3, 0.1], [0.0, -1.0, -0.4], [-1.2, 0.8, 0.1], [0.0, -0.3, -0.4], [0.1, -0.1, -0.1], [-1.3, 0.9, -0.2], [-0.1, -0.3, -0.4], [0.0, -0.3, -0.3], [0.1, 0.9, 1.0], [-0.1, -0.8, 0.1], [0.6, 0.9, 0.1], [-0.3, 0.5, -0.4], [0.2, -0.1, 0.2], [0.1, -0.4, -0.1], [-0.1, 0.6, 0.0], [0.3, 0.8, 0.1], [0.3, 0.4, 0.5], [-1.2, -1.1, -0.3]], "mulliken_charge": [-0.61, -0.68, 0.62, -0.88, -0.07, -0.96, 0.33, -0.49, 0.16, 0.30, 0.39, 0.04, 0.09, 0.47, 0.32, -0.11, 0.33, 0.35, 0.41, 0.35, 0.18, 0.30, 0.26, 0.26, 0.22, -0.61, 0.39, 0.25, -0.52, 0.34, 0.29, -0.57, 0.27, 0.28, -0.56, 0.21, 0.29, -0.56, 0.26, 0.33, -0.55, 0.25, 0.41, -0.53, 0.34, 0.29, -0.61, 0.27, 0.28, -0.64, 0.22, 0.55, -0.75, 0.31, 0.28, -0.65, 0.21, 0.35, -0.66]}

***

Record 3
{"formula": "C3H6N2O2", "method": "wB97M-V/def2-TZVPD", "smiles": "C=C(N)O.N=C=O", "orbital_gap_ev": 8.622, "e_tot_ha": -377.82642, "homo_ev": -8.8, "multiplicity": 1, "largest_force_ev_per_a": 3.83, "elements": ["C", "C", "N", "C", "N", "O", "O", "H", "H", "H", "H", "H", "H"], "xyz": [[-0.450315, -0.002858, -0.563002], [-1.249639, 0.685137, 0.307271], [0.603482, 0.204835, 2.035071], [1.037476, -0.440974, 1.072388], [0.346932, 0.662146, -1.495916], [-0.867449, -1.280958, -0.905628], [1.853260, -1.158567, 0.584201], [-0.062343, -1.772356, -1.129960], [1.103741, -0.029927, 2.895860], [-0.207592, 1.153837, -2.190297], [1.040480, 0.059455, -1.924256], [-2.014900, 0.169893, 0.871797], [-1.133134, 1.750338, 0.442471]], "forces_ev_per_angstrom": [[-3.2, 1.1, -0.3], [0.9, -0.8, -1.3], [-0.6, 0.3, 0.3], [2.7, -0.9, 2.5], [0.7, 0.4, -0.2], [0.9, -0.4, 0.3], [-1.8, 0.7, -1.3], [-0.3, -0.2, 0.0], [0.2, 0.0, -0.3], [0.3, -0.2, 0.1], [-0.1, 0.2, 0.0], [0.1, 0.0, -0.1], [0.3, -0.1, 0.1]], "mulliken_charge": [0.28, -0.73, -0.59, 0.80, -0.52, -0.52, -0.44, 0.40, 0.27, 0.24, 0.27, 0.29, 0.27]}